ORCA calculation (wB97M-V/def2-TZVPD) on a cluster of 7 separate species, C19H32B3Cl13F4O6 in total at a distorted geometry.

The geometry in XYZ format:
```
77
C19H32B3Cl13F4O6 | the OMol25 dataset | wB97M-V/def2-TZVPD
C -0.0967 -0.0287 -6.9657
H -4.9175 -2.9436 -4.1102
Cl 1.6263 -6.2411 -0.8694
H -4.4952 -1.6267 -6.8626
F -1.5807 -2.3180 -0.1443
Cl -3.9148 -0.3546 -4.9607
H -0.5940 -0.8380 3.8962
C -4.6798 -2.9776 -5.1747
Cl 1.6041 -0.1766 -7.7005
H -1.6070 -2.1448 4.5214
Cl -0.0587 -1.3546 6.1184
Cl 4.1845 -4.0002 -0.5981
C -2.2706 -0.1468 5.0444
F -3.5460 2.8380 -0.8609
C -0.4495 -1.8168 0.5354
B -0.7068 0.1024 -4.3297
H -5.8790 -1.3124 -5.8080
H 2.2878 0.9944 8.3250
O -0.9363 0.6473 -7.5809
H 2.7972 -4.5989 1.2168
B -1.6501 1.8646 -3.1789
C -3.0680 2.6045 -3.4865
C -0.3041 5.4626 0.4707
H 2.8827 -7.1206 0.9025
H -3.7896 1.8961 -4.0533
O -1.1492 1.5233 -1.8623
H -5.3548 -3.6912 -5.6518
H 1.8668 -2.9903 -1.2417
Cl -3.0315 -3.6292 -5.3527
C -1.1869 -1.1646 4.7528
C -4.8306 -1.6169 -5.8240
C 0.8658 -0.1138 -1.0937
C 5.5512 1.4139 1.6294
C 1.8323 1.8364 7.7994
H 4.4230 -5.2807 1.3510
H 2.5038 2.6925 7.8828
B -0.4194 0.2590 -2.0058
O -0.8131 1.5442 -4.3466
H -1.2752 5.7756 0.8596
H 3.8731 -6.8857 -0.5436
F -0.8335 -0.6587 1.2825
O -4.7181 4.0369 -2.4002
H 0.5589 2.2828 9.4699
Cl 5.5933 0.0678 2.7956
C -0.3341 -0.8314 -5.6106
H -1.1244 3.6385 -0.3102
H 1.7436 -1.6237 0.2830
C 3.5904 -5.1076 0.6660
H 6.0720 2.2528 2.0957
Cl 1.7311 1.3779 6.0817
H 1.8421 -0.0780 -1.7065
H -2.8223 3.5094 -4.1632
C -3.8171 3.1970 -2.2079
Cl 1.1969 3.3968 -0.5231
H -2.8590 0.0360 4.1428
H 6.1155 1.1123 0.7452
O 0.9357 -2.6656 -1.3303
H -1.1622 -1.6297 -5.7118
F -0.0812 -2.8062 1.5082
C 0.8165 -1.5621 -0.4076
H -1.8501 0.8047 5.3754
C 3.1142 -6.4263 0.0922
Cl 0.9232 6.0308 1.6313
H 4.1506 2.7266 0.6674
H 3.5413 2.0240 2.1711
O -0.9201 -0.6113 -3.0704
H 0.6480 -1.3746 -5.3310
Cl -3.4068 -0.7131 6.2953
Cl 3.2888 0.5742 0.3265
H -0.3446 3.4445 1.2643
Cl -0.2417 3.6260 7.7241
C 4.1345 1.8212 1.2778
C -0.2792 3.9572 0.3032
C 0.4698 2.1349 8.3917
H -0.2323 1.3175 8.2169
H -0.1356 5.9757 -0.4777
H 1.0021 0.6605 -0.2566
```

net charge: 0
HOMO-LUMO gap: 0.3834 Ha
SMILES: O=C(F)CB1OB(CC(=O)Cl)OB(C[C@H](O)C(F)(F)F)O1.ClCCCl.ClCCCl.ClCCCl.ClCCCl.ClCCCl.ClCCCl
highest occupied orbital energy: -10.2 eV
E: -7651.401614 Ha

These are the Löwdin partial charges, in e, on atoms 1 to 4: atom 1 (C): -0.67, atom 2 (H): 0.07, atom 3 (Cl): 0.56, atom 4 (H): 0.08